C10H17O2 as an isolated structure at a distorted geometry. Source: the Open Molecules 2025 dataset; level of theory: ωB97M-V/def2-TZVPD.

Structure (ORCA input):
```
! wB97M-V def2-TZVPD RIJCOSX def2/J DEFGRID3
* xyz 1 1
O 3.0202 1.9936 -0.7797
O 1.7563 -0.2582 -0.6006
C -1.6383 -0.3945 0.6845
C 0.6015 -0.4155 -0.1625
C -2.9233 0.1499 1.2112
C 0.2104 -2.6727 -1.2458
C -1.2846 -1.6672 0.5573
C 0.1106 -1.8335 0.0353
C -0.5207 0.5142 0.2564
C -3.7149 0.9484 0.1740
C 3.1766 0.7970 -1.1920
C 3.3829 2.3371 0.5558
H 3.5342 3.4147 0.5735
H -3.9692 0.3223 -0.6773
H -1.8901 -2.5209 0.7978
H -4.6337 1.3105 0.6257
H -2.7113 0.7987 2.0641
H 4.2913 1.8252 0.8729
H 2.5673 2.0724 1.2338
H 3.8884 0.1166 -0.7245
H -3.1519 1.8090 -0.1799
H -0.3498 -2.2096 -2.0547
H -0.7954 1.1677 -0.5775
H -0.2085 -3.6574 -1.0543
H -0.1910 1.1792 1.0615
H 2.9754 0.6505 -2.2519
H 1.2464 -2.7816 -1.5512
H 0.7545 -2.3130 0.7848
H -3.5334 -0.6831 1.5633
*
```

## Properties
orbital gap	9.24	eV
LUMO energy	-3.395	eV
max |F|	1.058	eV Å⁻¹
HOMO level	-0.464	Ha
ΔE to the lowest compared entry with this formula, charge and spin	0.0000	eV

A 2-piece molecular cluster, C4H9NO3 overall. Source: the Open Molecules 2025 dataset; level of theory: ωB97M-V/def2-TZVPD.

Structure (ORCA input):
```
! wB97M-V def2-TZVPD RIJCOSX def2/J DEFGRID3
* xyz 0 1
O 0.7341 -0.6015 -2.9187
O -1.1872 0.9970 0.8065
O -3.0225 1.3375 -1.2567
N -0.0866 0.3933 -1.0523
C 0.8369 -0.3675 -1.7488
C 1.1346 -1.3594 1.4831
C 0.9907 0.1275 1.1679
C -0.1825 0.5116 0.3178
H 1.0112 -1.9926 0.6075
H 1.6911 -0.7262 -1.1654
H 1.9197 0.4387 0.6866
H -2.5216 1.4292 -0.4312
H 2.1087 -1.5755 1.9185
H -3.9055 1.6697 -1.0830
H -0.8888 0.7093 -1.5898
H 0.9513 0.7529 2.0504
H 0.4163 -1.7441 2.2076
*
```

## Properties
orbital gap	11.16	eV
SMILES	CCC(=O)NC=O.O
LUMO energy	0.594	eV
max |F|	0.874	eV Å⁻¹
HOMO level	-0.388	Ha
ΔE to the lowest compared entry with this formula, charge and spin	0.3244	eV

A 2-piece molecular cluster, C4H9NO2S overall at a distorted geometry. Source: the Open Molecules 2025 dataset; level of theory: ωB97M-V/def2-TZVPD.

Structure (ORCA input):
```
! wB97M-V def2-TZVPD RIJCOSX def2/J DEFGRID3
* xyz 0 1
S -2.4068 -0.7184 -0.0292
O -1.4070 -0.8790 1.3194
O -3.1290 0.5461 -0.1140
N 0.0603 0.6575 0.3081
C 0.3375 1.3532 1.5317
C -0.5395 -0.5114 0.2841
C 0.7025 1.2029 -0.8287
C 0.7148 -2.5780 -1.1110
H 1.4256 1.3605 1.8891
H 0.4443 -2.8539 -0.0066
H 0.2563 2.3720 1.4010
H 0.2763 0.6451 -1.7764
H 0.3491 2.2557 -0.8838
H 1.6151 -2.2085 -1.5104
H -0.1458 -2.6662 -1.7685
H 1.7801 1.0805 -0.9261
H -0.3338 0.9419 2.2215
*
```

## Properties
orbital gap (alpha / beta)	8.08 / 7.62	eV
LUMO energy (alpha / beta)	-0.101 / 0.346	eV
max |F|	3.975	eV Å⁻¹
HOMO level (alpha / beta)	-0.301 / -0.268	Ha
ΔE to the lowest compared entry with this formula, charge and spin	7.1246	eV

C33H52N2NiO2P as an isolated structure at a distorted geometry. Source: the Open Molecules 2025 dataset; level of theory: ωB97M-V/def2-TZVPD.

Structure (ORCA input):
```
! wB97M-V def2-TZVPD RIJCOSX def2/J DEFGRID3
* xyz 1 3
Ni -0.3648 -0.4485 0.0613
P -1.6882 0.8511 -1.4104
O -1.3809 -2.6269 0.5237
O 3.0525 -0.2886 -0.4405
N 1.8854 -1.0351 -0.1854
N -0.2108 -2.3247 0.1128
C 0.5669 1.4161 -2.8591
C -1.1001 0.4588 2.3567
C -4.2663 0.7367 -0.3609
C -1.0608 3.7017 1.4627
C 1.0511 -3.0193 3.8277
C -0.4358 -0.4882 3.1280
C -0.4983 -0.7495 -3.2973
C 1.6680 0.3336 2.4033
C 1.6406 -1.1889 5.4499
C -0.9961 2.4903 0.7813
C -2.8797 1.3008 3.8461
C 0.7965 -3.0932 -0.0881
C -1.4617 4.8693 0.8355
C 0.9441 -0.5992 3.1329
C -0.3518 1.3425 1.5322
C 3.2152 -2.9485 -0.9938
C 1.0683 1.3593 1.6785
C -3.7712 -0.6528 -2.3536
C -1.7924 4.8488 -0.5120
C -0.7719 0.7384 -3.0476
C 2.0344 2.5000 1.3439
C -3.3042 -0.7779 2.5062
C -3.5326 0.7121 -1.6966
C -4.1579 1.8392 -2.5327
C -1.4243 1.3283 -4.3025
C 1.9932 -2.2946 -0.4318
C -1.4314 2.4481 -0.5622
C 2.1442 3.4123 2.5746
C 0.7141 -4.5757 0.0358
C -1.7893 3.6416 -1.1899
C 1.6514 -1.6254 3.9833
C -2.5942 0.5680 2.5276
C 1.8853 3.3547 0.0945
H -3.6329 2.1070 -3.4399
H -4.8461 -0.8268 -2.4114
H -1.5267 2.4128 -4.2538
H 1.0026 3.9863 0.1088
H -1.4951 5.7952 1.3914
H 0.2047 -0.8275 -4.1259
H 3.5802 -2.3849 -1.8523
H 2.6936 -1.6533 3.6472
H -0.7576 3.7290 2.4998
H -3.3312 -1.4638 -1.7719
H -2.9793 1.1979 1.7247
H -5.1549 1.5016 -2.8188
H 0.6166 -1.1041 5.8147
H -5.3364 0.7570 -0.5759
H 1.8462 2.7517 -0.8003
H 3.0874 3.9533 2.5354
H 2.7525 4.0079 0.0136
H 3.0038 1.9954 1.2546
H 2.1289 -0.2257 5.5894
H 0.2356 -5.0113 -0.8432
H -2.3900 0.8911 -4.5343
H -2.5453 0.7081 4.6966
H 0.8853 -3.2704 2.7819
H -3.1424 -1.3281 1.5783
H 1.7111 -3.7661 4.2661
H 1.6943 -5.0310 0.1564
H 2.1203 2.8514 3.5070
H -2.0702 5.7575 -1.0240
H -1.3970 -1.2907 -3.5776
H -2.0763 3.6250 -2.2313
H -3.9476 1.4742 3.9587
H 0.4768 2.4969 -2.7520
H -4.0361 1.6338 0.2086
H 1.3422 4.1517 2.5996
H -1.0218 -1.1659 3.7288
H -4.0648 -0.1436 0.2380
H -2.3745 2.2635 3.8915
H 3.0080 -3.9692 -1.2938
H 2.8443 0.6022 -0.1201
H -3.3830 -0.7039 -3.3649
H -0.0483 -1.2691 -2.4285
H -4.3723 -0.6244 2.6529
H 1.2029 1.1983 -3.7163
H 0.0914 -3.0945 4.3385
H -0.7638 1.1081 -5.1421
H 0.0913 -4.8378 0.8897
H -4.2893 2.7361 -1.9300
H 2.1547 -1.9239 6.0669
H 2.7487 0.3133 2.4658
H -2.9617 -1.4202 3.3152
H 4.0167 -2.9531 -0.2527
H 1.0687 1.0283 -1.9796
*
```

## Properties
orbital gap (alpha / beta)	8.70 / 7.58	eV
LUMO energy (alpha / beta)	-2.485 / -3.461	eV
<S²>	2.014
max |F|	1.034	eV Å⁻¹
HOMO level (alpha / beta)	-0.411 / -0.406	Ha
ΔE to the lowest compared entry with this formula, charge and spin	0.9989	eV

> max |F| of number 4 (C33H52N2NiO2P)?

1.034 eV Å⁻¹

> What is the max |F| in the third record?

3.975 eV Å⁻¹

> The highest max |F| belongs to which entry?

C4H9NO2S

> The lowest max |F| belongs to which entry?

C4H9NO3